#1
Formula: C5H12N2S
Source: OMol25
Level of theory: ωB97M-V with the def2-TZVPD basis set

```
20
Properties=species:S:1:pos:R:3:lowdin_charge:R:1
C 0.6281 -2.1655 1.4570 -0.095
C -0.0826 -1.4959 0.2756 -0.282
C 1.8549 -1.2957 -1.1356 -0.076
C -0.9036 0.8518 -1.2499 -0.450
C 0.1099 1.7725 1.3521 -0.407
H 1.4471 -2.8230 1.1204 0.061
H -0.0244 -2.8112 2.0760 0.080
H 1.1417 -1.4254 2.1173 0.078
H -0.9046 -0.9212 0.7148 0.068
H -0.5718 -2.2399 -0.3183 0.106
H 2.4224 -0.6203 -1.8045 0.095
H 2.5315 -1.6401 -0.3717 0.073
H 1.4163 -2.0394 -1.6749 0.046
H -1.3122 1.2993 -2.1072 0.041
H 0.9992 2.1488 0.8784 0.031
H 0.3560 0.7834 1.7573 0.000
H -0.1889 2.4402 2.2384 0.061
N 0.7678 -0.5662 -0.4781 -0.234
N -0.0051 -0.0112 -1.5352 -0.001
S -1.3932 1.6179 0.3295 0.806
```

Calculated values
Spin multiplicity: 1
HOMO-LUMO gap: 9.30 eV
LUMO energy: 0.030 Ha
SMILES: CCN(C)/N=C\SC


#2
Formula: C5H12N2S
Source: OMol25
Level of theory: ωB97M-V with the def2-TZVPD basis set

```
20
Properties=species:S:1:pos:R:3:lowdin_charge:R:1
C -2.9433 -1.3097 0.2954 -0.572
C -0.9822 0.6494 -0.3883 -0.659
C -0.5219 2.0777 -0.5320 -0.092
C 2.0718 -1.1276 -0.7972 -0.135
C 1.5870 0.5284 1.1591 -0.084
H -1.9656 -2.2115 0.0233 0.125
H -4.1747 -1.4988 -0.1904 0.095
H -3.0515 -1.4923 1.6520 0.108
H 0.5168 1.7763 -0.8613 0.077
H -0.2521 2.4314 0.5250 0.098
H -1.1521 2.4528 -1.1648 0.002
H 1.9758 -2.0970 -0.2891 0.065
H 3.0586 -0.9048 -0.8061 0.000
H 2.0985 -1.4802 -2.0270 0.148
H 1.4083 1.7418 0.8470 0.106
H 2.7310 0.3182 1.4700 0.095
H 1.0172 0.0316 2.1240 0.116
N -0.0543 -0.3216 -0.4403 -0.014
N 1.3448 0.0943 -0.3311 -0.289
S -2.7121 0.3414 -0.2682 0.810
```

Calculated values
Spin multiplicity: 1
HOMO-LUMO gap: 8.84 eV
LUMO energy: 0.028 Ha


Ordering by calculated energy gives the sequence #1, #2, with the first entry being the most stable.